(1)
Formula: C22H54F3O28P4SZn
Source: the OMol25 dataset
Level of theory: wB97M-V/def2-TZVPD

Computed properties:
HOMO = -11.63 eV
Total charge = +1

The geometry in XYZ format:
```
113
Properties=species:S:1:pos:R:3:mulliken_charge:R:1
O -13.40639 7.85409 10.85405 -0.280
C -14.47596 16.11079 14.06133 0.592
H -16.46211 18.37356 8.79735 0.297
O -19.42961 17.96503 10.79832 -0.278
Zn -17.43597 12.21604 10.69653 1.436
H -12.82019 25.49186 17.43843 0.289
C -14.52977 23.52252 18.20840 0.771
H -22.31726 11.92600 16.43426 0.322
O -18.23420 17.29806 8.68281 -0.370
H -14.18548 12.57302 23.62118 0.328
H -11.64499 12.63067 7.80647 0.268
C -13.02344 7.53686 7.98174 -0.782
H -15.86575 9.15740 23.70907 0.288
F -15.82142 16.20670 14.00325 -0.193
H -15.47058 20.42192 17.60070 0.255
H -14.06537 20.80614 18.46550 0.302
O -13.64536 13.51003 14.57683 -0.535
C -16.40788 6.09318 8.96191 -0.629
C -14.96480 13.23317 24.00193 -0.652
O -13.45269 12.60367 6.82160 -0.279
H -12.73173 14.04159 8.11235 0.305
H -12.90929 12.35456 8.82154 0.272
O -7.63306 14.94813 8.66711 -0.283
H -16.31820 13.57685 3.99373 0.246
O -15.63940 12.99875 7.68246 -0.562
H -14.61502 7.76831 12.54349 0.335
O -15.76511 10.79373 22.22836 -0.272
O -6.12890 16.10849 9.92342 -0.564
C -21.54378 17.76246 8.79930 -0.709
O -15.09661 22.45573 17.65803 -0.296
O -16.30266 12.87950 23.68225 -0.298
H -16.84669 14.15139 5.57760 0.261
C -13.56973 7.64803 12.25889 -0.690
H -13.07915 8.50188 12.72620 0.263
C -16.39545 13.31215 5.04828 -0.594
H -22.23110 9.11826 12.64148 0.309
C -16.85691 17.36295 8.90172 -0.623
H -21.77193 17.98572 7.75710 0.290
O -17.88734 12.13379 21.73704 -0.681
C -15.48766 12.88210 19.73862 -0.638
H -16.33320 5.03039 8.73174 0.262
O -14.13114 23.56579 19.38517 -0.559
O -21.88849 12.72572 14.02751 -0.258
O -20.28409 11.98571 15.92440 -0.331
C -22.70809 12.63825 12.89775 -0.615
P -16.47577 12.23128 22.17277 0.987
O -12.75310 14.55681 12.62223 -0.479
H -22.67889 11.67036 12.39730 0.222
H -21.23007 18.67786 9.30101 0.324
H -17.30454 10.09045 23.35920 0.290
H -14.67803 12.20010 19.47886 0.270
H -14.10365 26.58650 17.01034 0.244
H -21.03903 18.34726 11.99477 0.311
C -8.24966 16.32688 11.89634 -0.590
H -12.86719 6.64354 8.58646 0.334
O -14.05499 8.36197 8.41787 -0.231
H -6.52617 16.11865 7.36508 0.333
H -21.58590 8.30678 13.96224 0.286
H -13.34752 7.05839 7.05755 0.318
H -9.13000 16.05431 12.47841 0.184
O -8.29088 15.73007 10.60185 -0.244
O -14.65266 24.55307 17.32895 -0.287
O -15.10720 13.87791 12.59011 -0.500
H -8.03258 17.39468 11.86844 0.286
C -14.79702 12.81980 6.79157 0.763
C -20.12955 17.74647 11.99652 -0.757
H -7.38437 15.89211 12.39667 0.306
H -16.39025 16.79120 8.09958 0.219
H -19.52009 18.01044 12.86080 0.281
H -21.13221 11.71048 17.76882 0.260
H -21.26061 13.30474 17.07428 0.236
C -21.35908 12.24356 16.84554 -0.596
H -16.42572 12.57397 19.27689 0.310
H -20.57191 16.76163 12.14656 0.328
C -15.06776 21.18522 18.26644 -0.671
P -20.69649 11.65844 14.35655 0.896
C -7.09208 15.18908 7.42612 -0.692
C -13.87449 25.70717 17.61231 -0.650
C -16.40534 9.66761 22.91117 -0.696
O -20.70729 16.62606 8.89830 -0.355
O -15.53648 13.13665 21.18629 -0.277
H -20.44074 9.03817 12.92257 0.316
O -21.52724 10.24825 14.36826 -0.303
O -15.65964 9.09863 10.41791 -0.487
H -12.06188 8.00448 7.77000 0.277
H -16.26432 6.62074 8.01896 0.279
H -14.87467 13.13870 25.08408 0.273
H -15.76000 21.05406 19.09814 0.298
C -12.67231 12.96533 7.95040 -0.631
H -16.43934 17.01943 9.84815 0.282
F -13.90453 16.97317 13.19371 -0.191
O -19.45199 11.73114 13.48507 -0.550
H -7.76956 15.19997 6.57232 0.259
H -23.74699 12.58780 13.22369 0.292
C -7.24739 15.62412 9.75794 0.723
P -14.70538 8.07009 9.92246 0.857
H -13.07051 6.69923 12.45554 0.244
H -15.34675 13.88203 19.32827 0.242
O -15.40513 6.57211 9.91555 -0.322
H -16.82587 8.91026 22.24960 0.279
H -17.05478 12.44462 5.07603 0.277
O -18.88109 15.42871 10.24816 -0.535
H -17.41481 6.30049 9.32419 0.268
F -14.05434 16.30404 15.35916 -0.194
H -22.63984 13.49716 12.23014 0.242
O -15.14006 12.85778 5.48853 -0.322
H -13.97835 25.97889 18.66277 0.305
C -21.42206 9.20493 13.36676 -0.745
P -19.32165 16.74227 9.77285 0.963
S -13.95265 14.36226 13.40847 1.106
H -14.78399 14.24308 23.63385 0.247
H -6.30229 14.45722 7.25666 0.286
H -22.47481 17.49803 9.30067 0.287
```


(2)
Formula: C3H3NOS
Source: the OMol25 dataset
Level of theory: wB97M-V/def2-TZVPD

Computed properties:
Energy relative to the best compared isomer or geometry (same formula, charge and spin) = 247.0 kJ/mol
HOMO = -8.19 eV

The geometry in XYZ format:
```
9
Properties=species:S:1:pos:R:3:mulliken_charge:R:1
H 0.15582 0.93575 -1.58191 0.287
C -1.81812 0.10100 0.83364 -0.411
H -2.75160 -0.05761 0.48610 0.269
S 2.60063 0.46997 0.51219 -0.330
H -1.75149 0.64136 1.79513 0.207
C -0.02622 0.20967 -0.80159 -0.353
O 2.17540 -1.80887 -0.90979 -0.383
C 2.36888 -0.82035 -0.27918 0.745
N -0.95330 0.32909 -0.05458 -0.030
```


Number 1 is which compound? C22H54F3O28P4SZn